1.
Computed, not measured: C34H40FeO6P2Te as an isolated structure at a distorted geometry, with wB97M-V/def2-TZVPD.

```
84
Properties=species:S:1:pos:R:3:forces:R:3
H -4.261694 -3.775762 3.108235 0.0 0.0 0.0
C -3.623726 4.928095 -0.030978 0.0 0.0 0.0
C 2.483517 0.543796 2.662866 -0.1 -0.1 -0.2
H 3.323909 1.138926 2.300817 0.0 0.0 0.0
C 1.644460 0.648974 -4.415740 0.1 -0.1 0.2
C -3.877963 -3.297086 2.203368 0.2 -0.1 -0.1
C -3.948663 0.006278 0.457946 0.1 0.1 -0.1
C 6.280118 -1.098806 -2.350726 0.1 0.0 0.0
C -4.888211 4.949455 -0.606968 0.0 0.0 0.0
H -0.547420 -5.974369 0.196626 0.0 0.0 0.0
O 0.717239 0.933576 1.097299 -0.1 -0.2 -0.3
O -1.009453 -1.875293 1.347808 0.2 0.7 -0.4
H 3.676108 -4.113975 -3.129994 0.0 0.0 0.0
C -2.866982 -4.207658 1.522361 -0.1 0.0 0.2
C 5.331326 -1.986477 -0.322584 0.1 0.0 0.1
H -3.205838 1.568767 2.645176 0.0 0.0 0.0
H 1.778385 -5.976699 1.162989 0.0 0.0 0.0
H -1.997104 -4.338551 2.173377 0.0 -0.1 0.0
Te -1.848877 -0.107772 -2.186519 -1.0 0.4 -1.1
P -1.001620 -2.872535 0.188445 -0.5 -1.5 0.2
H 7.409981 -1.517456 -0.578655 0.0 0.0 0.0
H -3.310756 -5.192398 1.341266 0.0 0.0 0.0
H -1.607287 2.000196 1.994009 0.0 0.0 0.0
C -3.697180 2.506454 0.136341 0.0 0.0 0.0
H 1.084957 2.330711 -5.615920 0.0 0.0 0.0
O 0.009554 -4.071958 0.756099 0.0 0.1 0.1
H 1.810749 1.285785 -7.735475 0.0 0.0 0.0
C -3.042351 3.726035 0.334074 0.0 0.0 0.0
C 2.621657 -4.275401 -3.322035 0.0 0.2 0.1
H 1.893701 1.148540 3.348613 0.0 0.0 0.0
C 1.731812 -3.210833 -3.209277 0.1 0.0 -0.2
C 2.193539 -0.631450 -4.410048 0.0 -0.1 -0.2
H -6.537897 3.750403 -1.260468 0.0 0.0 0.0
H -1.156162 1.892453 -0.495614 0.0 0.0 0.0
C -0.095430 -4.670704 -3.775727 0.0 -0.1 -0.1
C 3.930219 -1.578042 -2.230771 -0.1 0.1 0.0
H -0.311608 -2.576463 -3.314318 -0.1 -0.1 0.0
C 4.078456 -2.005114 -0.909924 -0.1 0.0 -0.1
Fe -0.185284 -0.630537 -0.246072 1.0 0.5 1.2
H 3.200216 -2.294447 -0.343946 0.1 0.0 0.1
H 0.024480 -4.945847 -1.120881 0.0 0.0 0.0
C 2.588363 -1.225611 -5.608845 0.1 0.0 0.2
O 1.852117 -0.943385 0.892039 -0.2 -0.2 0.0
C 2.456533 -0.531515 -6.798874 0.0 0.0 -0.1
H 2.324979 -4.997048 -0.207639 0.0 0.0 0.0
H -4.749215 0.117429 1.196185 0.0 0.0 0.0
H -3.084319 5.854838 0.127804 0.0 0.0 0.0
C -5.552001 3.751184 -0.809612 0.0 0.1 0.0
C 6.431807 -1.538941 -1.042619 0.0 0.0 -0.1
H -5.512672 1.631359 -0.616591 0.0 0.0 0.0
C 0.795098 -5.732795 -3.893195 0.0 0.1 0.0
H -1.154902 -4.829031 -3.931514 0.0 0.0 0.0
H 2.986111 -2.234465 -5.599659 0.0 0.0 -0.1
C 1.627586 0.143217 1.470163 0.2 0.1 0.2
H -4.708094 -3.087342 1.527203 0.0 0.0 0.0
O 1.321514 -0.885253 -1.858272 0.0 0.2 0.2
H -3.388964 -0.898921 0.684743 0.0 0.0 0.0
H -5.346949 5.889763 -0.888764 0.0 0.0 0.0
H -2.020009 0.308249 2.205568 0.0 0.0 0.0
O -2.460249 -3.695989 0.255994 0.5 0.3 -0.1
H 5.445526 -2.299501 0.707219 0.0 0.0 0.0
C 0.369594 -3.413558 -3.435821 0.0 0.2 0.1
C -2.425367 1.282997 1.931993 0.0 0.0 0.0
H -4.387505 -0.122100 -0.530597 0.0 -0.1 0.0
H 2.865998 -0.344337 3.161754 0.0 0.0 0.0
C 0.190031 -5.205600 -0.068547 0.0 -0.1 0.0
C 1.924814 0.752072 -6.800513 0.0 0.0 0.1
H 7.137106 -0.733060 -2.902731 0.0 0.0 0.0
C 1.597541 -5.744491 0.112579 -0.1 0.1 0.0
H 4.896291 -0.760661 -3.963458 0.0 0.0 0.0
P 2.234076 -1.518490 -2.842201 -0.1 -0.1 0.3
C -4.963728 2.546597 -0.442145 0.0 0.0 0.0
C 5.028192 -1.111387 -2.946455 -0.1 -0.1 0.0
H -3.394997 -2.359050 2.472240 -0.1 0.0 0.0
H 2.835877 -6.368593 -3.731837 0.0 0.0 0.0
H 0.430169 -6.716421 -4.160538 0.0 0.0 0.0
H 1.288513 1.067655 -3.482667 0.0 0.0 0.0
C -2.993869 1.196623 0.501303 0.0 0.0 0.0
H -2.053735 3.735421 0.775990 0.0 0.0 0.0
H 1.730908 -6.651477 -0.481352 0.0 0.0 0.0
C -1.832452 1.045733 -0.474013 0.2 -0.3 0.1
H 2.748546 -0.998037 -7.731664 0.0 0.0 0.0
C 1.518549 1.339236 -5.608814 0.0 0.1 -0.2
C 2.148992 -5.534140 -3.659022 0.0 -0.2 0.0
```
Forces are in eV/Å.

Multiplicity: 6
Calculated total energy (eV): -108455.37936
ΔE to the lowest compared entry with this formula, charge and spin (kcal/mol): 0.0
Net charge: -1
Orbital gap (spin up / spin down) (Ha): 0.1795 / 0.2252

2.
Computed, not measured: an isolated molecule of C14H25ClN4O at a distorted geometry, with wB97M-V/def2-TZVPD.

```
45
Properties=species:S:1:pos:R:3:forces:R:3
C -2.132060 1.685913 1.433409 0.5 -0.7 -1.3
H -1.182959 -2.054895 -3.270228 0.4 1.2 2.2
N 2.053425 0.691399 -4.642215 2.1 1.0 3.6
C -0.890459 2.519236 3.251290 0.7 0.8 0.6
H 2.906968 -2.249846 1.499639 -2.5 0.6 0.5
H 1.404290 2.605857 3.354552 -1.4 -1.3 -1.5
H 1.534679 -2.283069 -0.559218 -1.5 -0.4 1.6
H -1.231350 1.421314 0.703421 -1.8 0.4 1.5
H -1.306773 -3.719771 -1.258465 -0.4 2.2 0.6
H -2.611955 -2.311444 -0.824147 2.4 -1.1 -0.3
Cl 4.700830 0.858888 -3.747065 -3.3 0.3 0.5
H -1.942343 0.055644 -0.840109 0.7 -0.4 -2.6
H -2.279351 0.773957 2.155443 0.2 1.8 -1.2
H 1.331315 0.225871 3.900592 -1.2 0.0 -2.3
N 1.169261 1.445719 -1.958525 -1.5 -1.2 -4.0
N 0.761359 0.744804 -4.445949 0.0 1.1 4.3
H 1.019408 -3.772560 0.474996 -0.2 2.5 -0.2
C 0.933098 -2.584398 0.399280 0.2 -0.7 1.0
H -1.864163 1.338280 -3.838864 1.6 -0.9 2.0
H -0.774209 3.468488 3.951270 -0.2 -1.9 -1.7
C 0.799420 0.386736 2.845579 0.7 0.2 0.2
H -1.266510 -2.680607 1.279319 1.7 1.0 -1.7
H -1.402034 1.690292 3.929590 1.0 1.5 -1.6
N 2.461109 1.393839 -2.156944 0.8 -1.2 -4.0
H 0.196668 -1.482968 -2.081286 -2.1 0.2 -0.4
C -1.804442 -0.182379 -1.999851 -0.8 -0.5 -0.5
H -1.450039 2.062875 -2.149724 0.5 -2.0 -1.5
O -1.785701 2.933626 2.132777 0.3 -2.9 1.1
H -3.085846 1.754181 0.749624 1.8 0.4 1.6
H -0.227963 -0.178030 2.860832 1.9 1.2 0.0
C -0.961896 -1.570082 -2.210989 -0.5 -0.9 0.7
C -1.267262 1.109511 -2.843713 0.9 1.4 0.8
H 1.430290 -2.397443 2.700203 0.5 1.1 -1.9
H 0.708932 2.317491 1.553336 -0.2 -0.4 2.6
C -1.463021 -2.593113 -0.985924 0.2 1.7 -0.1
C 0.389200 1.097966 -3.108549 -2.8 0.0 0.2
H 2.873401 0.050207 1.948240 -2.3 -0.5 -0.7
C 1.765115 -0.270654 1.674073 0.7 0.1 1.1
H 1.546724 0.178726 0.609688 0.2 -1.0 2.0
H -2.910737 -0.402006 -2.391501 2.4 0.5 0.8
C 2.827225 0.998956 -3.481033 1.0 0.0 -0.1
C -0.651377 -2.168457 0.394194 -0.3 -0.2 0.1
C 0.610984 2.025667 2.703009 -0.8 -0.3 0.0
H -0.703423 -1.006483 0.606851 -0.1 -2.3 -0.7
C 1.772174 -1.927239 1.683093 0.6 -0.1 -1.2
```
Forces are in eV/Å.

Multiplicity: 1
Calculated total energy (eV): -35444.13056
Structure (SMILES): COCCCCCCCCCCCc1nnc(Cl)nn1
Orbital gap (Ha): 0.3143

3.
Computed, not measured: C47H56CdGeNO6P2S4 as an isolated structure at a distorted geometry, with wB97M-V/def2-TZVPD.

```
118
Properties=species:S:1:pos:R:3:forces:R:3
C -7.909447 1.672758 -2.248425 0.1 -0.1 0.1
N -0.087731 -2.602178 -0.117688 0.2 1.2 0.3
H -7.022936 -3.260050 2.880512 0.0 0.0 0.0
C 0.879948 3.786124 1.336553 0.2 -0.3 0.2
H 0.102191 -6.105946 -2.780494 0.1 0.0 0.0
H -1.814714 -3.233933 -2.071768 -0.1 0.0 0.0
H 1.086402 -2.520688 -2.397628 0.0 -0.1 -0.1
C -6.496532 -1.237299 3.369119 0.0 0.0 -0.1
C 2.131059 -0.944658 3.857677 0.2 -0.1 -0.2
C -5.849762 0.618994 -1.550858 0.1 0.0 -0.2
H -5.286996 5.612016 0.617996 0.0 0.0 0.0
P -4.951563 -0.896534 -0.985058 -0.2 0.2 0.1
C -1.840344 1.515047 -4.028627 0.0 0.0 -0.1
C -2.065652 4.989025 -0.254359 0.0 -0.1 0.0
H -1.210259 5.477730 -0.716828 -0.1 0.0 0.0
C 1.283439 -4.591986 -1.736658 0.0 0.2 0.0
C -5.952443 -0.045000 2.901450 0.0 0.0 -0.1
H 3.969685 -2.296610 6.360755 0.0 0.0 0.0
O 0.833053 -1.653170 -0.383086 -1.6 -1.0 -0.7
H -1.666790 1.645840 -1.921103 0.0 0.0 -0.1
C -0.232111 -4.968927 2.356044 0.0 -0.1 0.0
H -1.617287 -6.698004 0.522371 0.0 0.0 -0.1
H 2.323872 -4.693790 2.786435 0.0 0.0 -0.1
H 1.837998 -6.151538 -3.104864 0.0 0.0 0.0
C -0.111337 2.802619 -2.900037 -0.1 0.0 -0.1
C -1.942042 3.663335 0.172356 -0.2 -0.1 0.1
O -0.068348 -1.170347 2.476909 0.0 0.2 0.4
C 1.009194 -3.523850 -2.816943 0.0 0.0 -0.1
H -3.530086 -3.971281 -0.042955 0.0 0.0 0.0
H 0.029143 -3.624837 -3.277709 0.1 0.0 0.0
C -5.162581 1.789807 -1.852718 -0.1 0.0 0.0
H 2.918875 -3.452095 -0.813609 0.0 0.0 -0.1
H 1.489774 -6.966649 2.028413 0.0 0.0 -0.1
C -1.259288 1.960048 -2.876609 0.2 0.1 0.0
C -3.060466 3.053133 0.749161 0.0 0.2 0.0
C 2.039747 -4.284448 1.808505 0.1 0.1 0.0
H -2.221386 -3.141296 0.769351 0.0 0.1 0.0
P 0.173108 -4.186872 -0.269985 0.0 -1.1 -0.4
H -3.329778 6.720805 -0.424921 0.0 0.0 0.0
C 4.307697 -1.582221 3.059659 0.1 0.1 0.1
H -6.249377 -3.069121 0.511945 0.0 0.0 0.0
C -4.259220 3.745180 0.903339 0.1 0.1 0.0
C 1.584759 3.989957 -4.202927 0.0 0.0 0.1
C 2.751622 -4.407852 -1.316875 0.0 0.0 0.0
H 1.768437 -3.623522 -3.602598 -0.1 -0.1 0.1
C -2.005572 -4.303396 -1.961106 0.0 0.0 0.0
H -0.609591 -3.947772 2.436388 0.0 0.0 0.0
H -7.746847 3.708100 -2.931020 0.0 0.0 0.0
H -4.090023 1.823622 -1.690406 -0.1 0.0 0.0
C 4.644897 -2.004802 4.339757 0.0 0.1 0.1
C -5.517937 0.049595 1.586316 0.0 -0.1 0.1
C -1.301282 1.889160 -5.283389 0.0 0.0 0.1
C 1.237578 -6.539637 1.050063 0.0 0.0 -0.1
H 1.710774 -1.317759 5.915134 0.1 0.0 0.0
H 1.208371 -6.777584 -1.573776 0.0 0.0 -0.1
H -2.708915 0.865218 -3.977792 0.1 0.0 0.0
C 2.462257 -1.384652 5.136625 -0.1 0.2 -0.2
C 3.053785 -1.054099 2.798255 -0.7 -0.4 0.0
H 2.918568 -4.283222 1.167274 -0.1 0.0 0.1
H 1.732833 -3.251575 1.965171 0.0 0.0 0.1
H 1.917017 3.432309 1.318758 -0.1 0.1 0.0
C 0.429244 3.165213 -4.160242 -0.1 0.0 0.0
O 0.557144 1.059243 3.164430 0.1 -0.2 0.1
H -2.989251 2.019470 1.073590 0.0 0.0 0.0
H -5.856712 0.806334 3.567504 0.0 0.0 -0.1
C 3.719453 -1.923386 5.374383 0.1 0.0 -0.1
H -6.834499 -1.312147 4.397085 0.0 0.0 0.0
C 0.846626 -5.075259 1.261295 -0.1 0.4 0.2
H 2.117341 -6.639159 0.409101 -0.1 0.0 0.1
H -5.075850 0.970200 1.217405 0.0 -0.1 0.0
C -7.230177 0.566586 -1.756009 0.0 0.1 0.0
H -2.793792 -6.544457 -0.781146 0.0 0.0 0.0
H -2.733475 -4.745134 1.333978 0.1 0.0 -0.1
S 0.458253 -0.333860 3.597512 -0.1 -0.1 0.3
H 0.845997 4.857842 1.125109 0.0 0.0 -0.1
C -5.843255 2.900678 -2.351611 0.0 -0.1 0.0
C -5.625933 -1.042843 0.723481 0.1 0.0 0.1
H -7.757943 -0.356980 -1.542871 0.0 0.0 0.0
O -0.245252 -0.531558 4.841073 0.1 -0.2 0.1
C 2.167580 4.416411 -3.043943 -0.1 0.0 0.0
H 5.629049 -2.421086 4.528595 0.0 0.0 0.0
C -3.257326 5.689315 -0.096584 0.0 -0.1 0.0
C -0.194105 2.689682 -5.344808 0.0 0.0 0.1
S -5.595630 -2.431764 -2.071020 0.1 0.0 0.0
H -1.092407 -6.845625 -1.162459 -0.1 0.0 0.1
H -3.080538 -4.446185 -2.087795 0.0 0.0 0.0
H -1.066376 -5.649242 2.195604 0.0 0.0 0.0
O 3.572941 -1.743199 0.330742 0.4 0.0 -0.2
C -4.357165 5.068115 0.487904 0.1 -0.1 0.0
C 1.620296 4.050507 -1.786984 0.0 0.1 -0.1
H 1.995620 4.267180 -5.169062 0.0 0.0 0.0
C -2.567513 -4.121081 0.452967 0.0 -0.1 0.0
H 3.366966 -4.413915 -2.224340 -0.1 0.0 0.0
C 0.496740 3.270259 -1.689926 0.0 -0.3 -0.1
H 3.055774 5.038640 -3.078667 0.0 0.0 0.0
C 1.086343 -5.992306 -2.322568 0.0 0.0 0.0
H -8.979217 1.621708 -2.412676 0.0 0.0 0.0
H 2.113703 4.396282 -0.882987 0.0 0.0 -0.1
H 0.429997 -7.136314 0.623001 0.1 0.0 0.1
H -5.291473 3.804786 -2.586606 0.0 0.0 0.1
H 0.226394 -5.226517 3.317799 0.0 0.0 -0.1
O 2.297432 0.355800 0.664846 0.1 0.0 -0.2
C -6.602776 -2.328560 2.516873 0.1 0.1 -0.1
C -6.167677 -2.231263 1.195235 -0.1 0.1 0.1
H 5.002791 -1.681442 2.231336 -0.1 -0.1 0.0
Ge -0.202255 2.709715 0.081349 -0.2 0.8 -0.1
H 0.231647 2.971185 -6.303996 0.0 0.0 0.0
C -1.765424 -6.310357 -0.486121 0.0 0.0 -0.1
Cd -0.009523 0.330866 0.810311 -0.4 0.0 -0.7
S -3.022917 -0.473890 -0.836126 0.1 -0.1 0.0
C -7.214788 2.843154 -2.547657 0.0 0.0 0.0
H -1.764662 1.529207 -6.195866 0.0 0.0 0.0
S 2.428900 -1.100804 1.003750 1.9 0.2 1.5
H -5.121824 3.255168 1.343997 0.0 0.0 0.0
H -1.494615 -4.856278 -2.754017 -0.1 0.1 0.1
C -1.595380 -4.787485 -0.557239 0.1 0.2 0.0
H 3.106698 -5.218462 -0.675942 0.0 0.1 -0.1
H 0.499659 3.599189 2.343447 0.0 0.1 -0.1
```
Forces are in eV/Å.

Multiplicity: 2
Calculated total energy (eV): -186424.41793
ΔE to the lowest compared entry with this formula, charge and spin (kcal/mol): 61.0
Net charge: -2
Orbital gap (spin up / spin down) (Ha): 0.2317 / 0.2398